Record 1
This record from the Open Molecules 2025 dataset describes an isolated molecule of C6H8ClN2O4P in a non-equilibrium geometry. The level of theory is ωB97M-V/def2-TZVPD.

Geometry as XYZ:
```
22
Properties=species:S:1:pos:R:3:lowdin_charge:R:1
C -0.2176 -0.0225 -1.1429 -0.167
C 0.9421 0.5237 -0.1950 -0.315
C -1.3833 0.6864 0.9785 -0.270
C -1.4865 0.4476 -0.5131 -0.246
C -0.0461 -0.6299 -2.3568 0.096
C 2.1912 0.1541 2.8135 -0.566
N 2.1609 0.4201 -0.4283 -0.063
N -2.6526 -0.4680 -0.9997 -0.344
O -2.8218 -1.3697 -0.2046 0.085
O 2.6921 -0.3608 -1.3049 0.047
O -3.2108 -0.3144 -2.0785 0.080
O 0.8151 0.0745 2.3166 -0.460
P 0.2912 1.3412 1.3836 0.994
Cl 2.4472 1.7761 3.5264 0.540
H -2.2016 1.2407 1.3968 0.088
H -1.5061 -0.2773 1.4002 0.076
H -1.7414 1.4072 -0.9441 0.153
H -0.9973 -0.6733 -2.8905 0.061
H 0.7823 -1.1402 -2.9064 0.089
H 2.0210 -0.8223 -1.7484 0.021
H 2.7386 0.2793 1.8738 0.041
H 2.3864 -0.6372 3.4493 0.062
```

Frontier orbital gap in eV: 9.26
HOMO in hartree: -0.344
Energy relative to the best compared isomer or geometry (same formula, charge and spin) in kcal per mole: 0.0
Total energy in eV: -39326.5524
Strongest force on any atom in eV/Å: 5.1



Record 2
This record from the Open Molecules 2025 dataset describes an isolated molecule of C4H4N2 in a non-equilibrium geometry. The level of theory is ωB97M-V/def2-TZVPD.

Geometry as XYZ:
```
10
Properties=species:S:1:pos:R:3:lowdin_charge:R:1
C -0.4651 -0.9875 1.6477 -0.056
N -1.2781 -1.4437 0.7344 0.126
C -0.7219 -0.0753 0.5207 -0.296
C 0.2654 0.0200 -0.6568 -0.226
C 0.8640 1.2450 -1.3950 -0.079
N 1.6220 0.6846 -0.6014 0.106
H 0.0553 -1.3478 2.5765 0.124
H -1.2343 0.8115 0.7350 0.090
H 0.1710 -0.8366 -1.3603 0.115
H 0.7218 1.9299 -2.2007 0.096
```

Frontier orbital gap in eV: 10.38
HOMO in hartree: -0.341
Energy relative to the best compared isomer or geometry (same formula, charge and spin) in kcal per mole: 108.5
SMILES: C1=N[C@@H]1[C@H]1C=N1
Total energy in eV: -7187.9830
Strongest force on any atom in eV/Å: 3.5



Record 3
This record from the Open Molecules 2025 dataset describes a structure of composition C2H5Br3Si in a non-equilibrium geometry. The level of theory is ωB97M-V/def2-TZVPD.

Geometry as XYZ:
```
11
Properties=species:S:1:pos:R:3:lowdin_charge:R:1
C -0.4348 0.0956 0.8611 -0.254
C -0.7940 0.7451 -1.4087 -1.750
Si 1.1524 -0.8884 0.9618 0.567
Br -1.1168 -0.8453 -2.3930 0.561
Br -2.3060 1.9121 -1.3118 0.556
Br 0.7973 1.6411 -1.9463 0.552
H -1.3847 -0.4091 0.9269 0.007
H -0.4712 1.1049 1.2429 0.008
H 2.2596 -0.0397 0.5371 -0.087
H 1.0271 -2.0923 0.1431 -0.079
H 1.2711 -1.2240 2.3870 -0.081
```

Frontier orbital gap in eV: 8.08
HOMO in hartree: -0.324
Energy relative to the best compared isomer or geometry (same formula, charge and spin) in kcal per mole: 145.6
Total energy in eV: -220156.7547
Strongest force on any atom in eV/Å: 3.2